C37H85Br12N3O19P4 | wB97M-V/def2-TZVPD

Structure (XYZ):
```
160
Properties=species:S:1:pos:R:3:mulliken_charge:R:1
C -2.015 0.032 4.697 -0.289
O -2.837 0.719 5.198 -0.641
N -0.933 0.451 4.008 0.387
C -0.137 -0.610 3.448 -1.025
C -0.558 1.833 3.767 -0.416
H -2.074 -1.068 4.695 0.805
H 0.053 -0.408 2.394 -0.365
H -0.349 -1.650 3.698 -0.090
H 0.841 -0.484 3.911 1.071
H 0.113 2.267 4.508 0.422
H -0.127 1.751 2.769 -0.158
H -1.467 2.426 3.874 0.324
C 2.307 -2.568 -0.104 0.239
O 3.433 -2.611 0.272 -0.588
N 1.588 -3.712 -0.387 0.724
C 0.393 -3.476 -1.164 -2.088
C 2.139 -5.100 -0.306 -1.046
H 1.781 -1.609 -0.229 -0.124
H -0.379 -2.998 -0.560 -1.463
H -0.010 -4.394 -1.592 1.436
H 0.615 -2.737 -1.933 1.061
H 1.288 -5.759 -0.131 0.286
H 2.568 -5.470 -1.238 0.284
H 2.851 -5.222 0.510 0.322
C -2.714 -1.967 -2.103 0.739
O -2.397 -2.745 -2.991 -0.781
N -3.661 -2.226 -1.170 -0.143
C -4.091 -1.079 -0.404 -0.804
C -4.498 -3.411 -1.298 -0.269
H -2.428 -0.911 -1.979 -0.031
H -4.834 -0.504 -0.955 1.448
H -3.275 -0.394 -0.176 -0.289
H -4.604 -1.304 0.531 0.131
H -4.064 -4.198 -1.915 0.190
H -4.535 -3.906 -0.327 -0.713
H -5.523 -3.212 -1.610 0.300
C -2.502 0.982 -2.678 2.056
Br -3.547 0.144 -4.192 -0.033
Br -3.867 1.414 -1.313 0.005
Br -1.603 2.632 -3.206 -0.248
H -1.786 0.253 -2.298 -2.389
C 1.847 3.642 -0.634 -1.049
Br 3.508 3.478 -1.715 0.202
Br 1.640 2.097 0.550 0.266
Br 0.327 3.941 -1.850 -0.268
H 2.041 4.567 -0.091 1.576
C 0.615 -1.287 -4.400 -0.918
Br -0.057 0.588 -4.100 0.616
Br -0.216 -2.322 -2.939 0.566
Br 2.640 -1.287 -4.399 -0.111
H 0.200 -1.568 -5.367 0.826
C -1.679 -5.547 -0.276 -0.621
Br -2.179 -3.627 -0.238 1.243
Br -3.302 -6.751 -0.025 -0.208
Br -0.260 -6.010 1.061 -0.241
H -1.336 -5.820 -1.274 0.974
C -1.168 -3.322 2.297 -2.056
C -1.552 -2.095 1.385 1.746
O -0.344 -1.448 0.991 0.182
P -0.442 -0.311 -0.170 -1.395
O -1.362 -0.649 -1.288 2.520
O 1.130 -0.273 -0.608 1.035
C 1.511 0.082 -1.912 2.179
C 3.030 0.202 -1.859 -3.481
O -0.662 1.085 0.577 -0.888
C -1.874 1.642 0.936 0.654
C -1.726 3.097 1.022 -2.121
H -0.403 -3.109 3.043 2.044
H -2.056 -3.639 2.842 0.582
H -0.830 -4.147 1.669 -1.073
H -2.030 -2.436 0.467 -0.862
H -2.163 -1.455 2.022 -0.553
H 1.122 -0.605 -2.664 -1.875
H 1.078 1.072 -2.052 0.682
H 3.399 0.759 -2.720 1.110
H 3.339 0.887 -1.070 -1.926
H 3.620 -0.713 -1.902 1.350
H -2.595 1.392 0.158 0.068
H -2.193 1.215 1.888 -0.129
H -2.574 3.559 1.528 0.344
H -0.847 3.493 1.530 0.373
H -1.686 3.503 0.011 0.178
C 6.742 1.216 4.042 -1.150
C 5.435 2.034 3.784 -0.321
O 5.084 1.785 2.431 -0.187
P 3.577 1.291 1.936 0.061
O 2.416 1.898 2.623 -0.544
O 3.700 1.550 0.335 0.193
C 4.893 1.595 -0.448 -0.043
C 5.346 0.167 -0.770 -0.902
O 3.748 -0.316 1.997 -0.300
C 2.774 -1.214 1.500 -0.327
C 1.697 -1.321 2.635 -1.449
H 7.034 1.180 5.092 0.400
H 6.741 0.160 3.774 0.286
H 7.547 1.693 3.484 0.287
H 4.672 1.856 4.542 0.294
H 5.655 3.096 3.887 0.328
H 4.502 2.082 -1.342 -0.496
H 5.727 2.203 -0.098 0.509
H 4.493 -0.488 -0.945 0.238
H 6.120 0.096 -1.533 0.532
H 5.770 -0.177 0.173 0.349
H 2.384 -0.835 0.555 0.186
H 3.166 -2.223 1.370 0.730
H 2.075 -1.655 3.601 0.592
H 1.061 -0.442 2.739 1.003
H 0.982 -2.122 2.448 0.012
C -3.570 -4.882 1.690 -2.348
C -4.329 -3.657 1.169 1.412
O -4.986 -3.122 2.334 -0.256
P -4.332 -1.910 3.129 0.718
O -3.038 -2.228 3.870 -0.703
O -4.304 -0.685 2.074 -0.221
C -4.107 0.643 2.606 0.655
C -4.240 1.660 1.389 -1.308
O -5.595 -1.425 4.012 -0.365
C -6.528 -2.317 4.655 -0.231
C -6.002 -2.980 5.889 -0.930
H -3.446 -5.615 0.893 0.921
H -2.740 -4.502 2.285 0.295
H -4.230 -5.340 2.427 0.633
H -3.724 -2.959 0.591 -1.299
H -5.170 -4.003 0.568 0.426
H -4.793 0.891 3.417 0.595
H -3.064 0.610 2.919 -0.378
H -5.270 1.583 1.042 0.625
H -3.937 2.655 1.713 0.326
H -3.734 1.363 0.469 0.184
H -7.330 -1.625 4.910 0.324
H -6.858 -3.086 3.957 0.271
H -6.661 -3.790 6.203 0.366
H -5.034 -3.389 5.601 0.213
H -5.792 -2.273 6.691 0.318
C 0.490 7.220 -2.713 -1.142
C 1.853 6.750 -2.877 -0.577
O 1.889 5.297 -3.028 -0.271
P 2.327 4.716 -4.456 0.890
O 1.319 5.031 -5.553 -0.884
O 3.812 5.377 -4.591 -0.295
C 4.549 5.214 -5.778 -0.404
C 5.152 3.783 -5.854 -0.922
O 2.573 3.126 -4.134 0.551
C 1.545 2.232 -4.112 0.935
C 1.538 1.482 -5.470 -1.400
H 0.214 6.886 -1.713 0.281
H 0.574 8.295 -2.874 0.442
H -0.208 6.854 -3.466 0.190
H 2.375 7.322 -3.644 0.466
H 2.504 7.060 -2.060 0.357
H 3.994 5.458 -6.683 0.350
H 5.354 5.947 -5.826 0.380
H 4.441 2.999 -6.114 0.188
H 5.977 3.803 -6.567 0.469
H 5.447 3.482 -4.849 0.177
H 1.881 1.583 -3.303 -0.271
H 0.549 2.578 -3.836 -0.562
H 1.683 2.164 -6.308 0.421
H 2.319 0.721 -5.485 0.301
H 0.656 0.842 -5.467 0.033
```

Output
HOMO = -0.234 Ha
frontier orbital gap = 5.74 eV
calculated total energy = -35306.16110 Ha
total charge = 0

C4H23NO11 | wB97M-V/def2-TZVPD

Structure (XYZ):
```
39
Properties=species:S:1:pos:R:3:mulliken_charge:R:1
C 0.232 -0.258 -0.751 -0.596
N 1.053 -1.392 -0.896 0.237
C 2.277 -1.229 -1.736 -0.786
C 0.965 -2.599 -0.128 0.365
C 2.136 -2.878 0.814 0.246
O 2.168 -2.040 1.851 -0.354
O 2.999 -3.660 0.568 -0.417
O -0.765 -0.344 -0.073 -0.115
H 0.460 0.556 -1.446 0.820
H 2.541 -0.179 -1.690 0.353
H 3.051 -1.726 -1.150 0.380
H 2.134 -1.640 -2.723 0.298
H 0.071 -2.495 0.473 -0.187
H 0.922 -3.447 -0.815 0.328
H 2.449 -2.291 2.739 0.361
H -0.064 3.338 0.700 0.431
H 0.350 1.841 0.787 0.318
O 0.149 2.545 0.150 -0.603
H -1.188 2.379 -3.496 0.316
H -2.544 2.195 -2.917 0.327
O -1.889 1.718 -3.443 -0.642
H -1.584 -1.515 1.570 0.322
H -1.979 -2.967 1.327 0.299
O -1.712 -2.364 2.001 -0.633
H -2.524 1.271 0.330 0.297
H -1.798 2.592 0.169 0.366
O -2.662 2.213 0.405 -0.637
H 2.198 1.873 -1.254 0.280
H 1.632 3.217 -1.465 0.318
O 1.864 2.426 -1.965 -0.579
H -3.213 -2.875 -1.438 0.301
H -4.561 -2.128 -0.937 0.315
O -3.859 -2.751 -0.752 -0.615
H 0.223 0.124 2.163 0.299
H 1.682 0.520 2.581 0.264
O 0.795 0.847 2.426 -0.579
H -0.851 2.944 2.479 0.275
H -0.618 4.340 3.178 0.311
O -0.542 3.839 2.364 -0.683
```

Output
HOMO (spin up / spin down) = -0.503 / -0.502 Ha
expectation value of S² = 0.768
frontier orbital gap (spin up / spin down) = 9.31 / 4.49 eV
calculated total energy = -1048.24803 Ha
2S+1 = 2
total charge = +1
energy relative to the best compared isomer or geometry (same formula, charge and spin) = 23.11 kcal/mol